(1)
Entry from the Open Molecules 2025 dataset: a cluster of 2 separate species, CHFO2 in total in a non-equilibrium geometry (ωB97M-V with the def2-TZVPD basis set).

Results
M: 64.02 g mol⁻¹
Spin multiplicity: 1
E_LUMO: 0.0069 Ha
Relative energy (zero: lowest compared OMol25 entry of this formula, charge and spin): 147.2 kcal per mole
Electronic energy: -7860.1042 eV

Each line ends with the Mulliken charge.
CARTESIAN COORDINATES (ANGSTROEM)
C1 0.5269 -0.4210 -0.3036  0.533
O1 1.7007 -0.1669 -0.7601  -0.165
O2 0.7310 -0.9592 -1.4674  -0.192
F1 0.7396 -1.6802 0.9912  -0.482
H1 -0.1535 0.1697 0.2101  0.306


(2)
Entry from the Open Molecules 2025 dataset: a structure of composition C39H41Cl6MoN7O9P in a non-equilibrium geometry (ωB97M-V with the def2-TZVPD basis set).

Results
M: 1091.43 g mol⁻¹
Charge: +1
Spin multiplicity: 3
E_LUMO (alpha / beta): -0.1336 / -0.1457 Ha
<S²>: 2.017
Electronic energy: -156244.4421 eV

Each line ends with the Mulliken spin population.
CARTESIAN COORDINATES (ANGSTROEM)
Mo1 -0.1563 -0.2213 0.2990  0.632
O1 1.0897 2.5590 3.1869  0.014
C1 0.4459 1.8840 2.3031  -0.028
O2 0.8961 0.8668 1.8085  -0.037
C2 -0.8578 2.3308 1.8421  0.098
C3 -1.5160 3.4479 2.2101  0.046
C4 -2.7662 3.7220 1.6031  0.113
C5 -3.2513 2.8573 0.6601  0.025
C6 -2.5205 1.7147 0.3244  0.249
N1 -1.3265 1.4447 0.9357  0.228
C7 -2.8357 0.6703 -0.5718  0.092
O3 -3.8854 0.5817 -1.3521  0.047
O4 -2.0341 -0.2912 -0.6182  0.072
H1 1.9470 2.1358 3.3521  0.002
H2 -1.0734 4.1117 2.9421  0.002
H3 -3.3292 4.6055 1.8785  0.006
H4 -4.2086 3.0461 0.1837  0.004
H5 -4.3888 1.4020 -1.3621  -0.002
Cl1 7.2912 -2.2007 -0.4842  0.000
C8 5.6479 -1.7407 -0.3338  0.000
C9 4.9813 -1.9151 0.8705  0.000
Cl2 5.7934 -2.5968 2.2202  0.000
C10 3.6519 -1.5393 0.9858  0.002
Cl3 2.8458 -1.7490 2.4867  -0.001
C11 2.9362 -0.9934 -0.0866  -0.002
O5 1.6261 -0.6819 0.0588  -0.037
C12 3.6316 -0.7988 -1.2833  0.000
Cl4 2.8764 -0.0411 -2.6230  0.000
C13 4.9678 -1.1768 -1.4072  0.000
Cl5 5.7818 -0.9402 -2.8961  0.000
O6 -0.7878 0.1409 -5.5825  0.000
C14 -0.7932 -1.1468 -5.3033  0.001
O7 -1.0050 -1.9760 -6.1466  0.000
C15 -0.5320 -1.5457 -3.8672  -0.003
C16 -0.4008 -2.8536 -3.4327  -0.001
Cl6 -0.5142 -4.2354 -4.3990  0.000
N2 -0.1598 -2.8607 -2.0875  0.007
N3 -0.1455 -1.5819 -1.6490  0.018
C17 -0.3409 -0.7963 -2.6962  -0.003
C18 -0.2280 0.7033 -2.4812  0.012
O8 -0.4152 1.4842 -3.3981  0.001
O9 0.0958 1.0749 -1.2791  0.010
C19 0.2351 -3.9651 -1.2115  0.003
C20 0.8491 -3.6905 0.0052  -0.002
C21 1.2997 -4.7145 0.8221  -0.002
C22 1.1386 -6.0384 0.4494  -0.001
C23 0.4877 -6.3171 -0.7407  0.000
C24 0.0301 -5.2982 -1.5639  0.000
H6 -0.6459 0.7008 -4.7787  0.000
H7 0.9733 -2.6885 0.3398  0.009
H8 1.7815 -4.4608 1.7614  0.000
H9 1.5057 -6.8402 1.0802  0.000
H10 0.3289 -7.3450 -1.0498  0.000
H11 -0.5021 -5.5650 -2.4538  0.000
N4 -0.8910 -1.3373 1.5782  0.391
P1 -1.9077 -2.3835 2.2546  0.013
N5 -1.1189 -3.3658 3.3037  0.013
C25 -0.1213 -2.7657 4.2151  0.017
C26 -0.7057 -2.4953 5.6014  0.001
C27 -1.2316 -3.7926 6.2123  -0.001
C28 -2.2557 -4.4265 5.2738  0.001
C29 -1.6950 -4.6060 3.8662  0.001
N6 -2.6890 -3.4228 1.2444  0.018
C30 -2.1912 -4.7799 0.8667  -0.009
C31 -2.6521 -5.1482 -0.5365  0.000
C32 -4.1781 -5.0661 -0.6555  0.001
C33 -4.7171 -3.7204 -0.1014  -0.006
C34 -3.5716 -2.7823 0.2424  -0.015
N7 -3.1126 -1.5300 3.0118  0.000
C35 -4.3656 -2.2215 3.3807  0.003
C36 -4.8946 -1.7075 4.7325  0.000
C37 -4.4257 -0.2734 5.0050  0.003
C38 -4.3696 0.4904 3.6876  0.002
C39 -3.2741 -0.0880 2.7878  -0.015
H12 0.2468 -1.8583 3.7701  -0.020
H13 0.7097 -3.4747 4.3058  0.000
H14 -1.5257 -1.7713 5.5074  0.003
H15 0.0665 -2.0525 6.2359  -0.001
H16 -1.6830 -3.6076 7.1894  0.000
H17 -0.3933 -4.4831 6.3652  0.000
H18 -3.1432 -3.7889 5.2270  0.000
H19 -2.5674 -5.4030 5.6502  0.000
H20 -2.4725 -4.9771 3.2028  0.001
H21 -0.8944 -5.3530 3.8872  0.000
H22 -2.6067 -5.5223 1.5528  -0.001
H23 -1.1080 -4.8316 0.9453  0.004
H24 -2.3046 -6.1577 -0.7539  0.000
H25 -2.1893 -4.4851 -1.2722  0.000
H26 -4.6237 -5.8962 -0.1042  0.000
H27 -4.4627 -5.1897 -1.7007  0.000
H28 -5.3008 -3.8953 0.8058  0.000
H29 -5.3746 -3.2320 -0.8224  0.000
H30 -3.9571 -1.8484 0.6559  0.009
H31 -3.0138 -2.5173 -0.6519  -0.009
H32 -4.1837 -3.2919 3.4260  0.002
H33 -5.1170 -2.0637 2.5978  -0.001
H34 -4.5762 -2.3589 5.5448  0.000
H35 -5.9860 -1.7410 4.7075  0.000
H36 -3.4282 -0.2808 5.4581  -0.001
H37 -5.0987 0.2150 5.7092  0.000
H38 -4.1667 1.5500 3.8493  -0.002
H39 -5.3433 0.4197 3.1925  0.000
H40 -2.3247 0.3929 3.0148  0.005
H41 -3.5142 0.1242 1.7434  0.021


(3)
Entry from the Open Molecules 2025 dataset: a structure of composition C35H70FMgNO23 in a non-equilibrium geometry (ωB97M-V with the def2-TZVPD basis set).

Results
M: 916.23 g mol⁻¹
Spin multiplicity: 1
E_LUMO: 0.0077 Ha
Electronic energy: -94170.9439 eV

Each line ends with the Mulliken charge.
CARTESIAN COORDINATES (ANGSTROEM)
Mg1 -6.1450 -0.4645 -6.5723  1.904
N1 -7.0877 -2.6399 -5.8063  0.743
O1 -7.5328 -1.5647 -5.5148  -0.516
O2 -6.1107 -2.5655 -6.4730  -0.592
O3 -7.4033 -3.7288 -5.3455  -0.793
F1 -6.4412 1.2740 -5.9548  -0.531
C1 -3.4241 -2.2978 -3.5371  -0.780
C2 -4.6524 -1.7703 -2.8926  -0.588
C3 -4.8983 -0.5405 -3.6829  -0.442
O4 -4.6004 -0.8433 -5.0218  -0.465
C4 -3.4749 -1.7926 -4.9976  0.143
H1 -3.3926 -3.3861 -3.4847  0.350
H2 -2.5628 -1.8893 -3.0084  0.344
H3 -4.6088 -1.4672 -1.8465  0.405
H4 -5.4418 -2.5157 -2.9889  0.254
H5 -4.2029 0.2571 -3.4216  0.027
H6 -5.9510 -0.2728 -3.5923  0.338
H7 -2.5524 -1.2472 -5.1968  -0.069
H8 -3.5790 -2.5631 -5.7616  -0.033
C5 -3.7953 4.1242 -7.1653  0.858
C6 -4.3892 5.1152 -6.2142  -0.664
C7 -5.8105 5.2350 -6.7377  0.198
O5 -5.6426 5.0433 -8.1319  -0.424
C8 -4.3308 4.5302 -8.4860  -0.384
H9 -4.1017 3.1205 -6.8705  -0.808
H10 -2.7064 4.1244 -7.2137  0.403
H11 -3.8888 6.0812 -6.2808  0.354
H12 -4.3556 4.7591 -5.1845  0.106
H13 -6.2514 6.1940 -6.4656  0.387
H14 -6.3957 4.4598 -6.2430  -0.388
H15 -3.6189 5.1050 -9.0784  0.276
H16 -4.5647 3.6493 -9.0838  0.075
C9 -6.0122 -4.1775 -10.4448  0.578
C10 -6.4162 -5.4193 -9.6654  -0.855
C11 -7.8862 -5.1152 -9.3630  0.042
O6 -8.3385 -4.2782 -10.3535  -0.439
C12 -7.2432 -3.8076 -11.2031  0.043
H17 -5.1829 -4.4304 -11.1055  0.495
H18 -5.6500 -3.3921 -9.7814  -0.810
H19 -5.8308 -5.7957 -8.8265  0.388
H20 -6.4243 -6.2612 -10.3578  0.309
H21 -7.9099 -4.6197 -8.3924  -0.167
H22 -8.4713 -6.0344 -9.3326  0.392
H23 -7.2806 -2.7230 -11.3039  -0.246
H24 -7.2857 -4.3127 -12.1680  0.346
C13 -4.6245 2.3905 -0.9478  -0.085
C14 -4.5604 3.2264 -2.2190  -0.669
C15 -5.9304 3.0295 -2.8297  0.567
O7 -6.7213 2.5112 -1.7624  -0.441
C16 -6.0548 2.7386 -0.5344  -0.575
H25 -3.9069 2.6029 -0.1553  0.427
H26 -4.5345 1.3501 -1.2602  -0.187
H27 -3.7597 2.9922 -2.9204  0.191
H28 -4.3878 4.2281 -1.8252  0.422
H29 -5.8549 2.2105 -3.5450  -0.510
H30 -6.4198 3.9306 -3.1991  0.346
H31 -6.5136 2.1009 0.2213  0.328
H32 -6.1779 3.7661 -0.1921  0.274
C17 -11.1914 -2.1728 -3.6342  -0.446
C18 -11.5596 -1.3442 -4.8482  0.292
C19 -12.4020 -2.2702 -5.7146  -0.318
O8 -12.0480 -3.5340 -5.2876  -0.473
C20 -11.0580 -3.5527 -4.2348  -0.128
H33 -12.0116 -2.2206 -2.9179  0.295
H34 -10.2608 -1.8564 -3.1632  0.274
H35 -10.7217 -0.8917 -5.3785  -0.315
H36 -12.1657 -0.4859 -4.5581  0.181
H37 -12.1638 -2.0538 -6.7560  0.174
H38 -13.4557 -2.1131 -5.4840  0.313
H39 -10.0875 -3.7629 -4.6843  -0.024
H40 -11.2780 -4.4295 -3.6258  0.288
C21 -13.5728 3.6235 -3.1301  -0.709
O9 -12.4066 3.6584 -3.9720  -0.326
C22 -11.3751 2.9604 -3.7069  0.833
O10 -11.1991 2.1578 -2.7894  -0.619
O11 -10.3330 3.4230 -4.4408  -0.379
C23 -9.0723 2.8079 -4.3666  0.131
H41 -13.2724 3.4213 -2.1020  0.329
H42 -14.3574 2.9517 -3.4783  0.280
H43 -14.0190 4.6170 -3.0860  0.271
H44 -8.6843 3.0162 -3.3696  0.474
H45 -8.3953 3.2340 -5.1071  -0.319
H46 -9.2068 1.7442 -4.5634  0.044
C24 -8.4053 5.8980 -11.9479  -0.620
O12 -8.4941 5.4333 -10.6041  -0.297
C25 -8.9225 4.1717 -10.3354  0.810
O13 -9.3528 3.3378 -11.1354  -0.630
O14 -9.0263 4.0361 -9.0532  -0.361
C26 -9.0010 2.7658 -8.4829  -0.344
H47 -7.8331 6.8156 -12.0845  0.217
H48 -9.4325 6.0059 -12.2962  0.279
H49 -7.9423 5.0384 -12.4326  0.286
H50 -9.2111 2.8446 -7.4162  0.141
H51 -7.9556 2.4682 -8.5638  0.145
H52 -9.6205 1.9915 -8.9354  0.422
C27 -9.7115 -1.8810 -8.5216  -0.344
O15 -9.0283 -1.0805 -9.4573  -0.427
C28 -7.8212 -0.5958 -9.2592  0.384
O16 -7.1742 -0.5782 -8.1883  -0.214
O17 -7.4039 0.0616 -10.4332  -0.093
C29 -8.2037 0.1850 -11.5845  -0.694
H53 -10.2218 -1.3375 -7.7264  0.244
H54 -9.0202 -2.5978 -8.0783  -0.123
H55 -10.5008 -2.4270 -9.0383  0.372
H56 -7.5174 0.5504 -12.3484  0.203
H57 -8.9348 0.9790 -11.4321  0.231
H58 -8.6344 -0.7787 -11.8559  0.352
C30 1.4408 -2.7312 -7.4976  -0.770
O18 0.0846 -2.3882 -7.5881  -0.170
C31 -0.7788 -3.1759 -8.2076  0.511
O19 -0.5232 -4.0884 -8.9759  -0.594
O20 -2.0336 -2.7825 -7.8670  -0.018
C32 -3.1182 -3.2866 -8.6054  -0.741
H59 1.4386 -3.5973 -6.8358  0.316
H60 1.9462 -1.7965 -7.2545  0.193
H61 1.8168 -3.0340 -8.4748  0.351
H62 -3.1272 -4.3504 -8.3680  0.582
H63 -3.1224 -3.2672 -9.6952  0.523
H64 -3.9570 -2.7321 -8.1849  -0.267
C33 -3.5791 -0.0287 -10.1909  -0.384
O21 -2.8881 0.2871 -9.0565  -0.479
C34 -3.4820 0.2177 -7.8219  0.013
O22 -4.5849 -0.2881 -7.6092  0.637
O23 -2.6973 0.7936 -6.8632  0.023
C35 -1.4104 1.3744 -7.1549  -0.961
H65 -3.8606 -1.0811 -10.1545  -0.104
H66 -3.0231 -0.0485 -11.1283  0.401
H67 -4.5364 0.4758 -10.3220  0.166
H68 -1.1632 2.1159 -6.3952  0.228
H69 -1.3158 1.8320 -8.1396  0.351
H70 -0.7374 0.5264 -7.0280  0.277